1.
# C33H25BrN4OPTi

C33H25BrN4OPTi as an isolated structure (ωB97M-V with the def2-TZVPD basis set, the OMol25 dataset).

Element x y z (Å)
Ti (-0.95618, 1.46372, 0.03322)
N (-1.50975, 2.86511, 1.69890)
C (-0.58799, 2.72549, 2.84619)
C (-1.06170, 3.01016, 4.11745)
C (-0.19985, 2.93114, 5.20088)
C (1.12923, 2.57517, 5.01259)
C (1.59179, 2.27786, 3.74301)
C (0.73878, 2.34451, 2.63900)
P (1.31314, 1.86675, 0.98653)
C (2.39636, 0.44819, 1.19504)
C (1.83712, -0.76031, 1.61375)
C (2.64447, -1.86922, 1.79382)
C (4.01024, -1.77836, 1.54863)
C (4.56729, -0.57893, 1.13295)
C (3.76430, 0.53915, 0.95398)
C (2.21786, 3.24012, 0.26693)
C (2.45661, 4.41336, 0.98132)
C (3.15483, 5.45090, 0.38112)
C (3.61088, 5.31979, -0.92246)
C (3.36539, 4.15398, -1.63894)
C (2.66348, 3.11614, -1.05190)
H (-2.46239, 2.77465, 2.05459)
H (-1.46190, 3.83161, 1.36692)
H (-2.09366, 3.30694, 4.26496)
H (-0.56657, 3.15559, 6.19314)
H (1.80145, 2.52177, 5.85778)
H (2.62138, 1.97183, 3.60109)
H (0.77549, -0.83766, 1.82196)
H (2.21327, -2.80403, 2.12603)
H (4.64038, -2.64674, 1.68549)
H (5.63070, -0.50797, 0.94956)
H (4.20857, 1.47222, 0.63139)
H (2.11497, 4.52061, 2.00316)
H (3.34616, 6.35957, 0.93536)
H (4.15960, 6.12911, -1.38487)
H (3.71943, 4.05693, -2.65614)
H (2.46974, 2.21147, -1.61792)
Br (-7.33093, -3.27271, -2.54893)
C (-5.52379, -3.74885, -2.79185)
C (-5.04447, -4.93122, -2.24314)
C (-3.71835, -5.27480, -2.43906)
C (-2.86575, -4.41319, -3.12503)
C (-3.36291, -3.24901, -3.70883)
C (-4.69839, -2.92529, -3.54658)
N (-1.52628, -4.87921, -3.24459)
N (-0.53563, -4.14847, -3.16948)
C (-0.61405, -2.75931, -2.81889)
C (-0.08055, -1.82238, -3.66503)
C (-0.06451, -0.45794, -3.32208)
C (-0.53622, -0.05744, -2.10203)
O (-0.56389, 1.26781, -1.72912)
C (-1.03645, -1.01328, -1.18171)
N (-1.48219, -0.55983, 0.04144)
C (-1.99010, -1.42819, 0.90536)
C (-2.04257, -2.79714, 0.64704)
C (-1.56268, -3.27327, -0.54961)
C (-1.07252, -2.37864, -1.52359)
H (-5.70756, -5.58566, -1.69534)
H (-3.32731, -6.21039, -2.06101)
H (-2.74121, -2.62011, -4.32896)
H (-5.10656, -2.04172, -4.01768)
H (0.30240, -2.13525, -4.62732)
H (0.31319, 0.27846, -4.01821)
H (-2.34632, -1.03434, 1.85029)
H (-2.44681, -3.46209, 1.39586)
H (-1.55049, -4.33718, -0.74645)

The calculation puts the HOMO energy (spin up / spin down) at -12.8947 / -12.8958 eV. The spin multiplicity is 2. For the max |F|, the calculation gives 0.69 eV/Å. The total charge is +2. The gap between HOMO and LUMO (spin up / spin down) comes out at 6.13 / 6.26 eV. The relative energy (zero: lowest compared OMol25 entry of this formula, charge and spin) comes out at 6.2 kcal per mole.

Atom charges from the Löwdin analysis, given in e for atoms 1 to 2: 1.133 -0.002

2.
# C5H10N

An isolated ion of composition C5H10N and charge +1 (ωB97M-V with the def2-TZVPD basis set, the OMol25 dataset).

Element x y z (Å)
C (0.38841, -1.87301, -0.65527)
N (0.96305, -1.09559, 0.18049)
C (0.59674, 0.25268, 0.48688)
C (1.27691, 0.73132, 1.55592)
C (-0.80540, 0.80235, 0.24456)
C (-1.19704, 0.81609, -1.21808)
H (0.43127, -2.95056, -0.56223)
H (-0.24273, -1.50691, -1.44648)
H (1.53578, -1.54606, 0.87951)
H (1.13150, 1.69555, 2.01226)
H (2.08795, 0.08145, 1.88748)
H (-1.52949, 0.24399, 0.84172)
H (-0.76342, 1.75322, 0.77224)
H (-0.34428, 0.87241, -1.91296)
H (-1.74101, 1.73635, -1.45688)
H (-1.78825, -0.01327, -1.60918)

The calculation puts the HOMO energy at -14.6004 eV. For the max |F|, the calculation gives 3.20 eV/Å. The total charge is +1. The gap between HOMO and LUMO comes out at 9.10 eV. The SMILES is C=[NH+]C(=C)CC. The relative energy (zero: lowest compared OMol25 entry of this formula, charge and spin) comes out at 37.3 kcal per mole.

Atom charges from the Löwdin analysis, given in e for atoms 1 to 2: 0.208 0.092